Version one
Molecular formula: H16IO8
Method: DFT, ωB97M-V/def2-TZVPD

CARTESIAN COORDINATES (ANGSTROEM)
I1 -0.822 -0.066 -0.828
O1 -2.160 -0.943 2.490
O2 0.725 3.127 -0.690
O3 1.388 0.118 -3.891
O4 2.521 -0.508 -0.140
O5 -2.020 2.005 1.938
O6 -0.964 -3.326 0.661
O7 0.775 1.585 2.186
O8 1.039 -3.090 -1.827
H1 -1.306 -4.137 0.198
H2 1.598 -2.561 -2.363
H3 0.386 -2.506 -1.450
H4 1.686 -0.556 -0.587
H5 -2.065 -0.368 1.747
H6 0.453 4.044 -0.503
H7 -1.301 2.559 2.301
H8 2.245 -0.841 0.687
H9 -2.407 -0.372 3.216
H10 -1.430 -2.523 0.455
H11 0.718 -0.307 -3.328
H12 1.517 1.016 -3.568
H13 0.905 2.313 1.562
H14 -1.853 1.810 1.009
H15 -0.033 2.691 -1.014
H16 0.400 0.832 1.748

* HOMO energy: -5.520 eV
* total charge: -1

These are the Mulliken partial charges, in e, on atoms 1 to 6:
1. I -0.688
2. O -0.602
3. O -0.590
4. O -0.661
5. O -0.596
6. O -0.648

---

Version two
Molecular formula: H16IO8
Method: DFT, ωB97M-V/def2-TZVPD

CARTESIAN COORDINATES (ANGSTROEM)
I1 -0.012 0.092 0.029
O1 0.552 2.428 0.723
O2 0.239 -0.350 2.656
O3 -1.841 -1.295 1.252
O4 -0.930 -1.359 -2.134
O5 -2.543 0.216 -0.393
O6 2.264 -0.157 1.225
O7 1.564 -1.552 -1.368
O8 1.597 0.388 -2.171
H1 -2.543 -0.738 0.915
H2 -1.605 0.325 -0.238
H3 -2.801 1.004 -0.870
H4 -0.517 -0.661 -1.626
H5 0.860 -1.116 -0.888
H6 1.693 0.282 0.594
H7 0.184 -0.005 1.765
H8 2.021 0.219 2.071
H9 2.313 1.024 -2.180
H10 -1.737 -1.557 -1.659
H11 -1.035 -0.871 0.956
H12 1.631 -1.066 -2.190
H13 1.062 0.640 -1.418
H14 0.026 2.671 1.484
H15 -0.618 -0.160 3.040
H16 0.176 1.599 0.426

* HOMO energy: -5.083 eV
* total charge: -1

These are the Mulliken partial charges, in e, on atoms 1 to 6:
1. I -0.719
2. O -0.767
3. O -0.710
4. O -0.836
5. O -0.706
6. O -0.721

---

Which of them is the most stable? Correct choice: version one.

---

Version one
Molecular formula: C3H3NS2
Method: DFT, ωB97M-V/def2-TZVPD

CARTESIAN COORDINATES (ANGSTROEM)
S1 1.705 0.989 1.409
S2 1.861 1.444 -0.574
N1 0.730 -2.223 -0.588
C1 0.880 -1.130 -0.330
C2 -1.361 0.170 0.021
C3 0.861 0.202 0.056
H1 -1.434 -0.617 0.760
H2 -1.503 1.182 0.323
H3 -1.739 -0.016 -1.077

* HOMO energy: -8.998 eV

These are the Mulliken partial charges, in e, on atoms 1 to 6:
1. S -0.129
2. S -0.140
3. N -0.373
4. C 0.384
5. C -0.818
6. C 0.095

---

Version two
Molecular formula: C3H3NS2
Method: DFT, ωB97M-V/def2-TZVPD

CARTESIAN COORDINATES (ANGSTROEM)
S1 -3.564 -0.527 -0.141
S2 0.513 -1.147 -0.722
N1 -1.973 -0.350 -0.256
C1 1.137 -1.586 0.697
C2 -1.223 0.738 -0.019
C3 0.108 0.498 -0.063
H1 -1.548 1.798 0.309
H2 1.455 -2.554 0.782
H3 1.109 1.013 0.106

* HOMO energy (alpha / beta): -8.377 / -8.270 eV

These are the Mulliken partial charges, in e, on atoms 1 to 6:
1. S -0.086
2. S 0.054
3. N -0.270
4. C -0.470
5. C 0.026
6. C -0.195

---

Which of them is the most stable? Correct choice: version one.

---

Version one
Molecular formula: C3H3NS2
Method: DFT, ωB97M-V/def2-TZVPD

CARTESIAN COORDINATES (ANGSTROEM)
S1 -2.605 0.702 -2.841
S2 -0.026 1.875 -1.718
N1 0.752 1.120 -0.463
C1 0.082 -0.035 0.027
C2 -0.995 -0.388 -0.779
C3 -1.315 0.730 -1.898
H1 0.424 -0.644 0.789
H2 -1.824 -1.158 -0.781
H3 1.133 1.837 0.098

* HOMO energy: -8.179 eV

These are the Mulliken partial charges, in e, on atoms 1 to 6:
1. S -0.311
2. S 0.000
3. N -0.263
4. C -0.269
5. C -0.439
6. C 0.281

---

Version two
Molecular formula: C3H3NS2
Method: DFT, ωB97M-V/def2-TZVPD

CARTESIAN COORDINATES (ANGSTROEM)
S1 0.877 1.813 0.212
S2 1.847 0.444 -1.310
N1 -0.846 0.010 0.987
C1 0.673 -0.521 -1.771
C2 0.265 0.594 1.235
C3 -1.660 -0.737 0.574
H1 0.832 -1.201 -2.554
H2 -2.766 -0.734 0.555
H3 0.778 0.332 2.072

* HOMO energy: -7.406 eV

These are the Mulliken partial charges, in e, on atoms 1 to 6:
1. S -0.177
2. S -0.009
3. N 0.074
4. C -0.344
5. C -0.356
6. C -0.174

---

Which of them is the most stable? Correct choice: version one.

---

Version one
Molecular formula: C2H6BrOP
Method: DFT, ωB97M-V/def2-TZVPD

CARTESIAN COORDINATES (ANGSTROEM)
Br1 -1.572 1.817 0.610
P1 -0.935 -0.147 -0.182
O1 0.340 0.477 2.447
C1 -0.229 0.042 -1.917
C2 0.262 -0.514 1.015
H1 0.462 -1.420 1.728
H2 -1.259 0.317 -2.178
H3 1.305 0.567 2.156
H4 0.635 0.289 -2.491
H5 -0.359 -1.069 -1.985
H6 1.350 -0.359 0.797

* HOMO energy: -8.847 eV

These are the Mulliken partial charges, in e, on atoms 1 to 6:
1. Br -0.164
2. P -0.077
3. O -0.476
4. C -0.941
5. C -0.423
6. H 0.381

---

Version two
Molecular formula: C2H6BrOP
Method: DFT, ωB97M-V/def2-TZVPD

CARTESIAN COORDINATES (ANGSTROEM)
Br1 -2.599 0.373 0.368
P1 1.077 1.958 0.143
O1 1.459 0.302 0.082
C1 -1.486 -1.129 0.343
C2 0.836 -0.444 -0.946
H1 1.835 2.150 1.315
H2 1.212 -1.496 -0.843
H3 -0.146 1.729 0.781
H4 0.664 -0.081 -1.944
H5 -1.675 -1.747 -0.459
H6 -1.177 -1.615 1.161

* HOMO energy (alpha / beta): -8.271 / -7.925 eV

These are the Mulliken partial charges, in e, on atoms 1 to 6:
1. Br -0.122
2. P 0.099
3. O -0.245
4. C -0.805
5. C -0.521
6. H 0.040

---

Which of them is the most stable? Correct choice: version one.